No. 1
This record from OMol25 describes a molecular structure, C46H42AsBrN6O2OsS. The level of theory is ωB97M-V/def2-TZVPD.

Geometry (Å):
Os 1.003 0.623 0.278
O 3.690 -5.666 -0.425
C 3.799 -5.030 0.822
C 3.053 -3.726 0.722
C 2.527 -3.084 1.842
C 1.834 -1.907 1.688
N 1.642 -1.348 0.476
C 2.170 -1.945 -0.606
C 2.869 -3.125 -0.523
C 0.644 -0.944 -2.238
C 0.551 -0.746 -3.711
C -0.193 0.267 -4.303
C -0.367 0.296 -5.797
O 0.364 -0.764 -6.345
C -0.732 1.258 -3.474
C -0.444 1.262 -2.122
N 0.226 0.282 -1.483
H 4.181 -6.497 -0.414
H 4.843 -4.794 1.072
H 3.388 -5.623 1.645
H 2.640 -3.501 2.834
H 1.389 -1.402 2.536
H 3.261 -3.584 -1.420
H 1.005 -1.506 -4.331
H -0.032 1.273 -6.168
H -1.444 0.225 -6.006
H 0.236 -0.809 -7.301
H -1.316 2.074 -3.878
H -0.764 2.090 -1.501
Br -3.246 -5.684 -1.770
C -2.077 -4.252 -1.908
C -0.773 -4.459 -2.358
C 0.092 -3.387 -2.455
C -0.324 -2.107 -2.064
C -1.638 -1.903 -1.655
C -2.513 -2.970 -1.574
N 2.000 -1.267 -1.843
C 3.005 -0.394 -2.259
C 3.690 0.470 -1.365
C 4.976 0.931 -1.685
C 5.704 1.655 -0.767
C 5.139 1.924 0.480
C 3.847 1.520 0.718
N 3.106 0.834 -0.179
H -0.451 -5.450 -2.642
H 1.097 -3.555 -2.819
H -2.000 -0.909 -1.426
H -3.534 -2.823 -1.254
H 3.264 -0.390 -3.310
H 5.400 0.662 -2.643
H 6.705 1.990 -1.003
H 5.684 2.452 1.249
H 3.370 1.760 1.663
C 0.898 4.782 -1.771
N 0.040 5.025 -0.603
C -0.735 6.152 -0.426
C -1.306 6.065 0.802
N -0.869 4.886 1.349
C -0.059 4.258 0.487
S 0.833 2.819 0.925
H 0.388 5.157 -2.654
H 1.070 3.713 -1.865
H 1.842 5.305 -1.636
H -0.795 6.923 -1.174
H -1.973 6.732 1.320
H -1.096 4.526 2.270
C -0.926 3.008 5.420
C -2.006 3.129 4.555
C -2.093 2.325 3.419
C -1.079 1.409 3.165
C -0.005 1.270 4.040
C 0.074 2.075 5.167
As -1.172 0.220 1.667
C -2.749 0.685 0.668
C -2.900 1.936 0.073
C -4.085 2.258 -0.569
C -5.123 1.333 -0.618
C -4.975 0.089 -0.023
C -3.788 -0.240 0.622
C -1.520 -1.510 2.404
C -2.294 -1.532 3.567
C -2.628 -2.752 4.134
C -2.190 -3.936 3.555
C -1.428 -3.909 2.395
C -1.089 -2.695 1.813
H -0.875 3.622 6.309
H -2.804 3.825 4.781
H -2.964 2.396 2.776
H 0.770 0.527 3.868
H 0.903 1.965 5.852
H -2.109 2.673 0.124
H -4.214 3.233 -1.018
H -6.052 1.588 -1.109
H -5.787 -0.624 -0.048
H -3.690 -1.204 1.104
H -2.640 -0.617 4.033
H -3.234 -2.777 5.030
H -2.451 -4.883 4.008
H -1.112 -4.835 1.932
H -0.549 -2.691 0.877

- 2S+1: 5
- Strongest force on any atom: 0.0120 hartree/bohr
- Expectation value of S²: 6.045
- Total charge: +4
- Frontier orbital gap (alpha / beta): 5.57 / 4.02 eV
- Highest occupied orbital energy (alpha / beta): -17.62 / -17.60 eV
- E_LUMO (alpha / beta): -12.056 / -13.583 eV
- E: -7554.30376 Ha
- M: 1088.0 g mol⁻¹
- Relative energy (zero: lowest compared OMol25 entry of this formula, charge and spin): 2.771 eV

No. 2
This record from OMol25 describes 10 unconnected molecules or ions with the total composition C60H150N10O20 in a non-equilibrium geometry. The level of theory is ωB97M-V/def2-TZVPD.

Geometry (Å):
C 5.912 0.736 2.472
O 4.743 1.138 1.865
C 3.536 0.854 2.707
C 3.166 -0.613 2.875
N 2.535 -1.280 1.772
C 1.282 -0.788 1.200
C 0.750 -1.511 -0.078
O -0.352 -0.686 -0.609
C -1.529 -0.416 0.090
H 6.664 1.299 1.921
H 6.050 -0.345 2.436
H 5.917 1.040 3.519
H 2.809 1.531 2.258
H 3.717 1.287 3.691
H 2.350 -0.619 3.598
H 3.994 -1.196 3.277
H 3.202 -1.205 1.017
H 1.399 0.234 0.840
H 0.532 -0.854 1.988
H 0.374 -2.499 0.188
H 1.596 -1.648 -0.753
H -2.041 -1.298 0.476
H -2.228 -0.011 -0.642
H -1.375 0.212 0.968
C -15.402 -8.576 -2.321
O -15.264 -8.849 -0.943
C -15.116 -10.232 -0.624
C -13.767 -10.762 -1.142
N -12.601 -10.157 -0.450
C -11.360 -10.505 -1.161
C -10.122 -9.715 -0.677
O -10.615 -8.371 -0.688
C -9.582 -7.390 -0.374
H -14.379 -8.502 -2.688
H -15.837 -7.577 -2.324
H -16.047 -9.177 -2.962
H -15.896 -10.882 -1.022
H -15.234 -10.311 0.456
H -13.654 -10.738 -2.226
H -13.683 -11.843 -1.024
H -12.541 -9.157 -0.580
H -11.480 -10.368 -2.236
H -11.098 -11.555 -1.038
H -9.277 -10.030 -1.288
H -9.863 -9.977 0.349
H -8.687 -7.323 -0.992
H -9.172 -7.615 0.610
H -9.880 -6.362 -0.164
C -9.206 -14.038 -6.734
O -8.933 -12.645 -6.705
C -8.427 -12.011 -7.932
C -8.675 -10.526 -7.760
N -7.988 -9.768 -8.927
C -8.087 -8.305 -8.805
C -6.945 -7.625 -8.070
O -7.240 -6.251 -8.078
C -6.153 -5.473 -7.555
H -8.309 -14.650 -6.831
H -9.766 -14.206 -7.654
H -9.883 -14.154 -5.888
H -8.711 -12.369 -8.922
H -7.349 -12.172 -7.907
H -8.218 -10.168 -6.838
H -9.748 -10.334 -7.764
H -7.014 -10.036 -8.944
H -9.074 -7.981 -8.477
H -7.993 -7.803 -9.768
H -6.036 -7.740 -8.660
H -6.653 -8.155 -7.164
H -5.185 -5.975 -7.531
H -6.412 -5.378 -6.500
H -6.124 -4.511 -8.067
C -13.833 5.072 -8.569
O -13.434 6.234 -9.280
C -12.022 6.332 -9.412
C -11.163 6.250 -8.116
N -9.773 6.275 -8.452
C -8.904 6.102 -7.334
C -8.859 4.565 -6.804
O -8.005 4.474 -5.682
C -6.758 5.155 -5.594
H -13.753 5.103 -7.482
H -13.234 4.205 -8.846
H -14.856 4.739 -8.743
H -11.875 7.340 -9.798
H -11.686 5.664 -10.205
H -11.450 5.271 -7.732
H -11.297 7.106 -7.453
H -9.602 6.977 -9.158
H -9.079 6.656 -6.412
H -7.888 6.342 -7.648
H -8.537 3.918 -7.621
H -9.889 4.308 -6.556
H -6.252 5.106 -4.630
H -6.882 6.236 -5.660
H -6.024 4.814 -6.324
C -1.093 2.849 -10.375
O 0.054 2.157 -9.812
C 0.623 2.536 -8.672
C 1.785 1.618 -8.324
N 2.836 2.332 -7.502
C 2.752 2.065 -6.062
C 3.862 2.701 -5.263
O 5.042 2.280 -5.938
C 6.143 2.141 -5.066
H -1.912 2.436 -9.786
H -1.207 2.486 -11.396
H -1.145 3.925 -10.208
H -0.097 2.712 -7.874
H 1.009 3.546 -8.811
H 2.267 1.519 -9.297
H 1.357 0.670 -7.998
H 3.717 2.007 -7.875
H 2.561 1.014 -5.845
H 1.838 2.502 -5.660
H 3.791 2.373 -4.227
H 3.743 3.781 -5.353
H 6.110 1.143 -4.629
H 6.422 2.947 -4.387
H 6.979 1.904 -5.724
C -10.236 10.503 5.737
O -10.064 10.399 4.400
C -11.144 10.646 3.644
C -10.837 10.519 2.072
N -11.051 9.135 1.544
C -9.970 8.199 1.688
C -10.503 6.800 1.986
O -9.450 5.869 2.120
C -9.861 4.598 2.610
H -11.206 10.440 6.230
H -10.002 11.556 5.894
H -9.643 9.751 6.258
H -11.490 11.668 3.800
H -11.981 10.021 3.953
H -9.810 10.685 1.746
H -11.567 11.155 1.571
H -11.264 9.356 0.582
H -9.263 8.589 2.421
H -9.415 8.184 0.750
H -11.184 6.511 1.186
H -11.024 6.982 2.926
H -8.877 4.160 2.782
H -10.368 4.107 1.779
H -10.427 4.549 3.540
C -1.297 -6.371 7.817
O -1.850 -6.964 8.976
C -0.983 -7.078 10.128
C -1.682 -8.107 11.052
N -1.268 -9.468 10.764
C -1.666 -10.115 9.479
C -3.154 -10.023 9.419
O -3.699 -11.203 10.088
C -4.351 -11.232 11.369
H -0.912 -5.379 8.058
H -1.995 -6.252 6.988
H -0.618 -7.132 7.434
H -0.815 -6.102 10.583
H 0.025 -7.416 9.890
H -2.760 -8.083 11.212
H -1.393 -8.054 12.102
H -1.846 -9.930 11.452
H -1.259 -11.115 9.331
H -1.163 -9.614 8.652
H -3.572 -10.027 8.412
H -3.705 -9.189 9.854
H -3.657 -11.126 12.202
H -4.837 -12.191 11.549
H -5.082 -10.426 11.435
C 9.240 -5.591 8.669
O 8.823 -4.858 7.537
C 7.400 -4.915 7.301
C 6.504 -4.367 8.369
N 7.024 -3.059 8.621
C 6.599 -2.387 9.820
C 7.261 -0.947 9.836
O 8.737 -0.981 9.862
C 9.452 0.205 9.246
H 9.105 -5.056 9.608
H 10.295 -5.781 8.472
H 8.712 -6.544 8.695
H 7.161 -5.979 7.279
H 7.291 -4.494 6.302
H 6.492 -4.798 9.370
H 5.490 -4.291 7.975
H 8.028 -3.052 8.510
H 6.812 -2.929 10.741
H 5.534 -2.216 9.665
H 7.008 -0.432 10.762
H 7.014 -0.317 8.982
H 10.542 0.208 9.244
H 9.211 1.092 9.832
H 9.122 0.349 8.217
C 26.070 4.012 3.013
O 25.025 3.163 3.344
C 24.078 2.988 2.302
C 22.733 2.449 2.802
N 21.940 3.479 3.525
C 21.000 4.162 2.680
C 19.940 3.346 1.865
O 18.682 3.436 2.560
C 17.828 4.539 2.351
H 26.901 3.897 3.710
H 25.658 5.019 2.952
H 26.449 3.853 2.003
H 24.458 2.257 1.589
H 23.858 3.876 1.709
H 22.961 1.681 3.541
H 22.244 2.078 1.901
H 22.620 4.128 3.893
H 21.745 4.648 2.050
H 20.460 4.933 3.229
H 20.191 2.308 1.646
H 19.800 3.730 0.855
H 17.955 5.071 1.409
H 17.961 5.307 3.113
H 16.786 4.221 2.377
C 12.165 12.514 -2.883
O 10.785 12.249 -2.297
C 9.746 12.493 -3.214
C 8.301 12.277 -2.722
N 7.928 10.821 -2.723
C 6.659 10.591 -1.989
C 7.030 10.607 -0.479
O 8.195 9.807 -0.124
C 8.282 8.498 -0.569
H 12.750 12.781 -2.003
H 12.099 13.286 -3.650
H 12.770 11.652 -3.164
H 10.013 11.979 -4.137
H 9.816 13.561 -3.422
H 7.599 12.692 -3.444
H 8.117 12.610 -1.700
H 8.688 10.457 -2.166
H 6.385 9.558 -2.203
H 5.832 11.227 -2.307
H 6.189 10.190 0.074
H 7.251 11.536 0.046
H 7.279 8.082 -0.474
H 9.006 7.845 -0.083
H 8.390 8.457 -1.653

- Strongest force on any atom: 0.0843 hartree/bohr
- Frontier orbital gap: 8.88 eV
- Highest occupied orbital energy: -8.37 eV
- E_LUMO: 0.513 eV
- E: -4427.49328 Ha
- M: 1331.9 g mol⁻¹
- Relative energy (zero: lowest compared OMol25 entry of this formula, charge and spin): 12.692 eV

No. 3
This record from OMol25 describes 2 unconnected molecules or ions with the total composition C2H11N2O. The level of theory is ωB97M-V/def2-TZVPD.

Geometry (Å):
C -1.988 -1.509 -0.325
N -1.620 -0.070 -0.202
H -1.283 -2.083 0.278
H -1.966 -1.798 -1.366
H -3.002 -1.663 0.024
H -2.142 0.499 -0.877
H -1.781 0.297 0.725
H -0.597 0.080 -0.403
N 1.249 -0.500 -0.374
C 1.650 0.465 0.623
O 0.863 1.607 0.315
H 1.658 -1.412 -0.208
H 1.568 -0.244 -1.303
H 2.719 0.715 0.642
H 1.379 0.106 1.617
H 1.102 2.348 0.896

- Strongest force on any atom: 0.0188 hartree/bohr
- Total charge: +1
- Frontier orbital gap: 11.04 eV
- Highest occupied orbital energy: -14.20 eV
- E_LUMO: -3.164 eV
- E: -267.30820 Ha
- M: 79.1 g mol⁻¹
- Relative energy (zero: lowest compared OMol25 entry of this formula, charge and spin): 0.449 eV

Which formula does entry 2 have?
C60H150N10O20